[1]
The following is a quantum chemistry calculation of a molecular structure, C3H5NaO3, from the OMol25 dataset.

- Energy above the lowest of the compared OMol25 structures with the same formula, charge and spin: 0.0 kJ/mol
- 2S+1: 2
- Orbital gap (spin up / spin down): 6.89 / 11.24 eV
- Total charge: +1
- Energy: -505.0858 Ha

Geometry as XYZ:
```
12
Properties=species:S:1:pos:R:3:nbo_charge:R:1
O 0.90482 0.14446 -2.48952 -0.52
C 1.44399 -0.94838 -1.82836 0.14
C 2.87740 -1.17529 -2.09055 -0.71
H -1.21144 -0.87019 -2.25889 0.52
H 3.27090 -0.43896 -2.81479 0.25
H 3.02025 -2.17771 -2.51067 0.24
H 3.46748 -1.08033 -1.16735 0.25
O -1.35505 0.10125 -2.17464 -0.64
C -0.22210 0.75250 -2.09029 1.05
O -0.13999 1.84636 -1.57297 -0.72
Na -1.11211 3.17346 -0.14803 0.99
H 0.75561 -1.75224 -1.55160 0.15
```


[2]
The following is a quantum chemistry calculation of 5 unconnected molecules or ions with the total composition C38H73F5N2O2, from the OMol25 dataset.

- 2S+1: 1
- Orbital gap: 8.48 eV
- Total charge: 0
- SMILES: O=C1C[C@@](CCCCn2cccc2)(C(F)(F)C(F)(F)F)[C@H](O)N1.CCCCCC.CCCCCC.CCCCCC.CCCCCC
- Energy: -2251.0627 Ha

Geometry as XYZ:
```
120
Properties=species:S:1:pos:R:3:lowdin_charge:R:1
O -2.03110 1.35470 2.01182 0.10
C -1.75316 2.43280 1.57756 -0.48
C -0.94563 2.74687 0.33589 -0.01
C -0.61613 4.24928 0.50058 -0.26
C 0.50505 4.45855 1.53523 -0.10
C 1.40374 3.25603 1.80271 -0.17
C 2.52186 3.59589 2.79633 -0.16
C 2.26855 3.09486 4.21008 -0.14
N 2.30077 1.64803 4.34145 -0.11
C 3.38703 0.95105 4.81644 -0.10
C 3.08977 -0.40654 4.80982 -0.10
C 1.76034 -0.53966 4.32880 -0.09
C 1.30859 0.74628 4.06089 -0.09
C -0.32154 4.82049 -0.87940 -0.37
F -1.36662 4.63104 -1.70973 0.13
F 0.72542 4.13037 -1.40013 0.13
C 0.06336 6.35341 -0.95599 -0.56
F 1.26200 6.51117 -1.48945 0.18
F 0.06817 6.93146 0.23058 0.17
F -0.81211 7.00798 -1.71439 0.17
C -2.00481 4.64622 1.04524 -0.34
O -2.19149 5.96261 1.43754 0.06
N -2.16011 3.64451 2.10295 0.15
H -1.65474 2.56694 -0.47443 0.14
H -0.12236 2.07439 0.14553 0.13
H 0.04103 4.75988 2.47025 0.13
H 1.14755 5.28370 1.24627 0.12
H 1.82336 2.88496 0.87301 0.12
H 0.81305 2.45480 2.23331 0.08
H 2.60443 4.68226 2.85887 0.11
H 3.48128 3.24043 2.43399 0.11
H 3.04869 3.47871 4.85764 0.12
H 1.30591 3.45084 4.57079 0.13
H 4.29980 1.41693 5.13597 0.11
H 3.70655 -1.22999 5.11793 0.09
H 1.20019 -1.44587 4.20894 0.07
H 0.33659 1.02168 3.69385 0.10
H -2.71885 4.39321 0.25375 0.15
H -2.94508 6.31375 0.95939 0.10
H -3.06123 3.60039 2.56163 0.16
C 2.57875 -4.73427 -1.52755 -0.10
C 3.93459 -4.15748 -1.13002 -0.27
C 4.20065 -4.20400 0.37337 -0.22
C 3.22001 -3.39366 1.22252 -0.23
C 3.13081 -1.91066 0.86786 -0.26
C 4.43749 -1.15732 1.08565 -0.11
H 1.75359 -4.17671 -1.08213 0.07
H 2.45067 -4.69898 -2.61021 0.05
H 2.49186 -5.77676 -1.21402 0.08
H 4.01517 -3.12963 -1.49537 0.09
H 4.72198 -4.72133 -1.63867 0.10
H 5.22071 -3.85844 0.56319 0.10
H 4.17035 -5.24625 0.70694 0.11
H 3.50772 -3.49020 2.27467 0.11
H 2.22058 -3.83213 1.14475 0.09
H 2.36034 -1.45240 1.49388 0.09
H 2.79321 -1.79305 -0.16641 0.10
H 4.74262 -1.24268 2.13079 0.07
H 4.32008 -0.09698 0.85546 0.07
H 5.24780 -1.53757 0.46072 0.06
C -7.82278 6.57120 -3.20626 -0.11
C -8.11482 5.55423 -2.10637 -0.27
C -7.19142 5.68365 -0.89635 -0.23
C -5.70982 5.45236 -1.19632 -0.23
C -5.37415 4.09591 -1.81305 -0.26
C -5.71836 2.91723 -0.90582 -0.10
H -6.81657 6.45299 -3.61077 0.06
H -8.52313 6.45782 -4.03439 0.07
H -7.91702 7.59069 -2.82702 0.07
H -8.05730 4.54319 -2.51837 0.10
H -9.14560 5.68391 -1.76786 0.10
H -7.52138 4.98557 -0.12212 0.10
H -7.30647 6.68367 -0.46700 0.11
H -5.14848 5.56064 -0.25877 0.09
H -5.34386 6.24219 -1.85813 0.10
H -4.30250 4.07040 -2.03272 0.09
H -5.88153 3.97871 -2.77345 0.10
H -5.18642 2.98946 0.04699 0.06
H -5.43779 1.97227 -1.37201 0.07
H -6.78630 2.87062 -0.69026 0.07
C 2.35970 -3.47455 -8.01065 -0.11
C 3.73798 -4.11628 -7.87789 -0.27
C 3.91664 -4.91296 -6.58649 -0.23
C 3.79537 -4.09122 -5.30216 -0.24
C 4.76706 -2.91788 -5.19036 -0.27
C 6.23277 -3.34216 -5.18006 -0.11
H 2.16887 -2.75753 -7.21104 0.06
H 2.26983 -2.94052 -8.95755 0.07
H 1.57441 -4.23255 -7.97926 0.07
H 4.50906 -3.34492 -7.95481 0.10
H 3.89839 -4.78918 -8.72419 0.10
H 4.88945 -5.41178 -6.61025 0.10
H 3.17042 -5.71310 -6.55722 0.11
H 3.94986 -4.75791 -4.44786 0.10
H 2.77340 -3.71323 -5.20590 0.10
H 4.54920 -2.37664 -4.26565 0.10
H 4.59654 -2.20824 -6.00455 0.10
H 6.43352 -4.01998 -4.34765 0.07
H 6.88728 -2.47627 -5.07210 0.07
H 6.51260 -3.85048 -6.10392 0.06
C -4.33259 -5.35314 3.79353 -0.11
C -3.11250 -5.62664 4.66854 -0.27
C -2.46443 -4.35882 5.22281 -0.23
C -1.91947 -3.39912 4.16351 -0.23
C -0.88522 -4.00758 3.21770 -0.27
C 0.37790 -4.48828 3.92640 -0.10
H -4.07442 -4.76264 2.91351 0.06
H -4.77634 -6.28624 3.44342 0.07
H -5.09668 -4.80941 4.35284 0.07
H -2.37984 -6.20792 4.10210 0.10
H -3.41368 -6.25721 5.50920 0.10
H -1.65998 -4.64299 5.90693 0.10
H -3.19917 -3.82198 5.83102 0.11
H -1.47206 -2.53914 4.67199 0.11
H -2.74671 -2.99770 3.57215 0.10
H -0.60955 -3.25142 2.47710 0.10
H -1.32682 -4.83511 2.65553 0.10
H 0.85782 -3.66494 4.45902 0.06
H 1.09501 -4.88546 3.20643 0.06
H 0.16504 -5.27752 4.64896 0.07
```


[3]
The following is a quantum chemistry calculation of C4H7NO5S in the gas phase, from the OMol25 dataset.

- Energy above the lowest of the compared OMol25 structures with the same formula, charge and spin: 109.7 kJ/mol
- 2S+1: 1
- Orbital gap: 10.91 eV
- Total charge: 0
- SMILES: CC1=C[C@H](O)N(O)S(=O)(=O)O1
- Energy: -985.6108 Ha

Geometry as XYZ:
```
18
Properties=species:S:1:pos:R:3:nbo_charge:R:1
C 1.52477 1.17976 1.86917 -0.67
C 0.71931 0.59983 0.70571 0.32
C 0.98193 -0.39891 -0.12628 -0.30
C 0.05825 -0.94839 -1.13424 0.15
O 0.81041 -1.15556 -2.27872 -0.68
N -0.99505 -0.04742 -1.40534 -0.26
O -2.11225 -0.78166 -1.89207 -0.58
S -1.67163 0.28974 0.30614 2.40
O -1.84499 -0.96291 0.91242 -0.92
O -2.83515 1.11102 0.25097 -0.88
O -0.48661 1.19672 0.82557 -0.66
H 2.66694 1.23057 1.67084 0.23
H 1.35895 0.81114 2.84477 0.24
H 1.28736 2.32107 2.04280 0.24
H 1.90485 -0.74634 -0.13902 0.23
H -0.28853 -1.86020 -0.75460 0.19
H 1.40529 -0.37603 -2.41616 0.48
H -2.48384 -1.46244 -1.28197 0.47
```